Entry from the Open Molecules 2025 dataset: a structure of composition C6H8O2 at a distorted geometry (ωB97M-V/def2-TZVPD).

Last column: Mulliken charge in e.
Element x y z (Å)
C: -0.635 0.185 1.456  -1.007
C: -0.217 -0.837 0.287  0.425
C: -1.382 -0.906 -0.730  -0.706
C: -0.399 -0.081 -1.310  0.212
C: 1.278 1.063 -0.181  -0.515
C: 1.130 -0.602 -0.072  0.264
H: 0.249 0.976 1.748  0.156
H: -0.988 -0.231 2.405  0.354
H: -1.412 0.969 1.053  0.294
H: -1.606 -1.910 -1.277  0.213
H: -2.228 -0.551 -0.193  0.370
H: 0.383 -0.657 -1.998  0.270
H: 2.109 0.943 -0.979  0.252
H: 1.471 1.625 0.745  0.395
O: 0.082 1.281 -0.930  -0.374
O: 2.166 -1.266 -0.023  -0.603

Results
relative energy (zero: lowest compared OMol25 entry of this formula, charge and spin)	6.828	eV
HOMO	-8.8	eV
largest force on an atom	6.49	eV/Å
LUMO level	0.672	eV
HOMO-LUMO gap	0.347	hartree